A structure of composition C3H5NO, computed with ωB97M-V/def2-TZVPD.

The molar mass is 71.08 g mol⁻¹. The value obtained for the LUMO energy is -0.111 eV. The HOMO energy is -8.8 eV. The calculation puts the gap between HOMO and LUMO at 8.71 eV. The calculation puts the energy above the lowest of the compared OMol25 structures with the same formula, charge and spin at 4.207 eV.

Last column: natural (NBO) charge in e.
Atoms and positions in Å:
O: -0.0723 -0.8933 2.3223  -0.462
C: 0.0094 -0.6897 1.1501  0.494
C: -0.9288 -0.9746 -0.0627  -0.351
N: 0.1753 -0.3131 -0.7667  -0.530
C: 1.0545 -0.0309 0.1851  0.028
H: -1.0738 -2.0254 -0.3295  0.213
H: -1.8804 -0.4347 -0.0827  0.213
H: 0.2641 -0.1088 -1.7562  0.410
H: 1.3298 2.3880 -0.2412  0.010
H: 1.1222 3.0826 -0.4186  -0.026

Forces on the atoms, in the same order (eV/Å):
0.038 0.110 -0.699
-0.060 -0.156 0.763
-0.157 -0.076 0.039
0.322 0.151 -0.091
-0.319 -0.200 -0.217
0.022 0.114 0.060
0.131 -0.049 0.018
0.007 -0.019 0.148
0.011 0.126 -0.020
0.004 -0.002 -0.001